A structure of composition C25H15AlN4O4. Source: the OMol25 dataset; level of theory: ωB97M-V with the def2-TZVPD basis set.

Each line ends with the Mulliken charge.
Cartesian coordinates (Å):
Al 0.7943 -0.4378 -0.9541  0.4510
C -2.9947 0.3685 -2.4316  -0.2207
C -1.5833 0.4453 -2.8654  -0.6319
N -0.7787 -0.2230 -2.1407  -0.1952
C -1.1993 -0.1898 0.3274  1.4819
C -2.5638 0.1466 0.8319  -0.2958
C -3.5113 0.2487 -0.2889  -0.5449
C -2.8506 0.1573 2.1427  -1.3137
C -1.9024 -0.3591 3.0842  -0.6804
C -0.6843 -0.8639 2.7508  -1.2981
C -0.2560 -0.7912 1.4025  0.5561
N 0.9377 -0.9542 0.9058  0.1558
C 2.2204 -0.9127 1.4241  0.8529
C 2.6767 -1.1636 2.6893  -0.6973
C 4.0532 -1.0409 3.0013  -0.9798
C 4.9694 -0.6736 2.0646  -0.9372
C 4.5421 -0.3991 0.7415  0.7244
C 5.4215 -0.0136 -0.2916  -0.3766
C 4.9512 0.2377 -1.5490  -1.0651
C 3.5791 0.1148 -1.7867  0.2419
N 2.7267 -0.2371 -0.8438  0.0890
C 3.1813 -0.5137 0.4319  -0.1051
H -3.7616 0.4205 -3.1992  0.5203
H -1.2111 1.0756 -3.6657  0.4449
H -4.5537 0.1833 0.0075  0.8625
H -3.8444 0.4313 2.4708  0.6139
H -2.2013 -0.4096 4.1256  0.4179
H -0.0552 -1.3100 3.5037  0.3869
H 1.9917 -1.4762 3.4621  0.3371
H 4.3773 -1.2525 4.0115  0.4099
H 6.0199 -0.5898 2.3100  0.4184
H 6.4788 0.0796 -0.0736  0.4453
H 5.6077 0.5286 -2.3552  0.4079
H 3.1682 0.3086 -2.7700  0.5251
O -5.1064 2.1475 -2.6233  -0.7477
C -4.5743 2.2282 -1.5021  0.2727
O -4.9344 2.8069 -0.4602  -0.7180
C -3.2676 1.4286 -1.3011  2.1582
C -2.1266 2.3775 -1.0180  -1.3990
C -0.9014 2.1280 -0.5316  -1.0574
N -0.3094 0.9507 -0.0420  -0.2041
C -1.5308 -0.9854 -1.0787  1.0454
C -3.0134 -0.7579 -1.3659  -0.7137
C -0.8602 -2.3691 -1.0963  0.2459
O -1.4254 -3.4029 -0.8675  -0.6438
O 0.4308 -2.1992 -1.3423  -0.5712
H -2.3436 3.4171 -1.2310  0.4217
H -0.2192 2.9716 -0.4692  0.4735
H -3.5640 -1.6770 -1.5446  0.4361

Results
LUMO: -2.108 eV
Molar mass: 462.40 g/mol
Total energy: -46916.3588 eV
Gap between HOMO and LUMO: 5.259 eV